No. 1
This record from the OMol25 dataset describes a molecular structure, C43H56O10P2PdS3Se. The level of theory is ωB97M-V/def2-TZVPD.

Each line ends with the Löwdin charge.
Geometry (Å):
Pd  1.411  -0.416  -1.908  1.132
Se  0.698  -1.365  0.932  1.387
S  5.832  -1.606  -1.078  1.087
S  5.460  -2.274  2.540  1.064
S  3.086  1.867  1.257  1.098
P  1.728  -0.153  -5.216  0.471
P  3.381  0.943  -3.117  0.329
O  0.942  0.187  -6.553  -0.083
O  2.817  -1.126  -0.239  -0.318
O  3.480  -0.568  -3.157  -0.381
O  -0.333  -1.802  -1.980  -0.050
O  0.855  -0.824  -4.220  -0.295
O  2.950  -1.005  -5.751  -0.104
O  3.164  2.001  -5.666  -0.046
O  -0.055  0.888  -1.041  -0.190
O  4.781  1.640  -3.471  -0.116
O  2.770  1.476  -1.851  -0.333
C  -1.128  2.745  1.868  0.026
C  1.239  2.368  -4.251  -0.062
C  -1.016  -1.961  0.258  -0.309
C  7.141  0.525  -0.589  -0.186
C  0.281  3.931  -1.162  -0.038
C  -1.696  4.822  0.027  -0.073
C  3.464  -3.313  1.344  -0.135
C  4.125  -2.131  1.461  -0.518
C  2.731  1.232  3.702  -0.181
C  -0.580  3.511  4.793  -0.039
C  3.139  0.046  3.040  -0.138
C  -2.026  3.003  -1.611  -0.039
C  -0.280  0.670  2.616  -0.089
C  -4.323  -2.939  1.797  -0.552
C  3.829  -0.837  0.712  -0.576
C  0.029  0.378  1.291  -0.386
C  -4.466  -1.729  2.735  -0.036
C  -2.041  -1.992  -4.104  -0.061
C  7.209  -0.633  -1.311  -0.406
C  -0.998  1.128  5.348  -0.059
C  -0.893  1.863  2.931  -0.181
C  -1.972  -2.271  1.168  -0.047
C  5.942  0.614  0.171  -0.134
C  4.024  -4.345  2.152  -0.172
C  -4.245  -1.357  -3.182  -0.034
C  -0.818  2.496  0.545  -0.076
C  3.394  0.231  1.709  -0.469
C  -2.829  2.493  4.376  -0.043
C  -1.314  2.240  4.348  -0.553
C  -3.605  -3.780  -3.387  -0.038
C  -0.246  1.228  0.204  -0.371
C  2.392  1.438  -4.608  -0.576
C  -3.091  -2.369  -3.059  -0.528
C  -1.068  3.546  -0.537  -0.528
C  -2.611  -2.355  -1.607  -0.027
C  5.106  -3.921  2.854  -0.404
C  5.119  -0.461  -0.010  -0.481
C  -3.537  -2.648  -0.624  0.031
C  2.665  2.292  2.854  -0.390
C  -1.259  -2.020  -1.171  -0.309
C  -3.856  -4.162  2.603  -0.035
C  -5.691  -3.247  1.188  -0.059
C  -3.273  -2.623  0.745  -0.114
H  -3.158  2.721  5.392  0.084
H  -1.528  0.205  5.099  0.082
H  -2.898  -3.982  3.092  0.081
H  -4.538  -2.898  -0.943  0.096
H  3.254  -0.908  3.533  0.102
H  5.719  1.434  0.836  0.089
H  2.493  1.283  4.755  0.100
H  0.818  3.062  -1.529  0.042
H  1.638  3.323  -3.912  0.093
H  -6.072  -2.405  0.607  0.091
H  -0.957  3.852  5.760  0.085
H  0.126  4.631  -1.988  0.087
H  3.639  -5.353  2.194  0.100
H  -0.025  -0.053  3.379  0.098
H  -2.810  -4.517  -3.269  0.094
H  4.065  2.146  -5.351  0.080
H  -4.442  -4.075  -2.752  0.076
H  -1.836  5.534  -0.789  0.086
H  -2.138  3.738  -2.412  0.084
H  0.619  1.959  -3.451  0.058
H  5.722  -4.483  3.536  0.063
H  -4.759  -0.837  2.177  0.096
H  -1.572  3.703  2.107  0.093
H  0.912  4.423  -0.416  0.090
H  -1.054  5.297  0.772  0.084
H  -3.943  -3.809  -4.424  0.089
H  -5.234  -1.934  3.483  0.089
H  0.071  0.912  5.384  0.073
H  -3.014  2.821  -1.178  0.086
H  -2.674  4.635  0.474  0.085
H  -1.311  1.434  6.347  0.087
H  3.481  -1.258  -4.969  0.072
H  1.520  0.552  -7.237  0.097
H  -4.590  -4.395  3.377  0.089
H  -0.714  4.322  4.076  0.079
H  -1.658  2.073  -2.036  0.064
H  7.998  -0.958  -1.969  0.066
H  -1.193  -2.672  -4.113  0.084
H  -6.403  -3.447  1.989  0.089
H  7.920  1.274  -0.577  0.101
H  -4.585  -1.323  -4.218  0.089
H  -5.658  -4.129  0.545  0.089
H  -5.098  -1.618  -2.556  0.076
H  2.620  -3.442  0.684  0.089
H  -1.644  -0.992  -3.948  0.075
H  -3.750  -5.035  1.958  0.093
H  -1.734  -2.218  2.223  0.110
H  2.365  3.304  3.076  0.069
H  -3.908  -0.357  -2.901  0.092
H  -3.537  -1.506  3.260  0.073
H  0.491  3.321  4.892  0.075
H  0.617  2.534  -5.132  0.090
H  -3.370  1.611  4.027  0.082
H  5.407  1.624  -2.724  0.087
H  -2.518  -2.022  -5.087  0.091
H  -3.106  3.332  3.736  0.079

Cartesian forces (eV/Å) of the 6 atoms listed first:
Pd 0.1 0.5 0.5
Se -0.2 -0.1 0.5
S -0.1 0.0 -0.1
S 0.0 0.0 0.0
S -0.1 -0.1 -0.1
P 0.0 -0.1 -0.1

Output
2S+1	5
energy above the lowest of the compared OMol25 structures with the same formula, charge and spin	1.260	eV
expectation value of S²	6.0496
HOMO level (alpha / beta)	-7.373 / -7.323	eV
net charge	0
LUMO (alpha / beta)	0.32 / -2.35	eV
largest force on an atom	0.68	eV/Å

***

No. 2
This record from the OMol25 dataset describes a molecular structure, C43H58AsClLiN4O3S2Si at a distorted geometry. The level of theory is ωB97M-V/def2-TZVPD.

Each line ends with the Löwdin charge.
Geometry (Å):
As  -14.670  4.547  13.761  1.044
Cl  -18.379  -4.252  11.594  0.466
S  -8.203  -1.045  19.332  0.981
S  -16.015  1.147  15.252  0.901
Si  -12.383  -0.293  11.951  0.831
O  -16.149  -4.574  13.490  -0.015
O  -15.288  -2.540  13.231  -0.168
O  -15.466  0.325  14.156  -0.598
N  -13.406  -1.666  16.299  0.128
N  -9.229  -2.121  18.672  -0.215
N  -13.238  1.064  16.700  0.132
N  -8.987  0.296  18.950  -0.240
C  -16.416  -0.060  16.599  -0.251
C  -12.335  -3.019  11.368  -0.152
C  -11.312  -1.846  11.246  -0.626
C  -13.169  2.388  16.895  -0.126
C  -10.239  -2.235  12.267  -0.149
C  -12.045  3.008  17.404  -0.054
C  -19.398  -0.311  12.075  -0.072
C  -11.109  0.883  17.798  -0.091
C  -19.159  -2.420  15.301  -0.056
C  -12.988  5.433  14.370  -0.302
C  -13.473  -2.961  16.067  -0.092
C  -10.483  0.756  13.869  -0.138
C  -20.229  -1.989  16.073  -0.109
C  -12.516  -3.864  16.557  -0.029
C  -14.309  1.444  10.550  -0.149
C  -18.737  0.167  10.929  -0.074
C  -14.034  -0.751  9.628  -0.124
C  -16.871  -3.183  11.695  -0.434
C  -16.035  -3.513  12.918  -0.826
C  -20.055  -0.953  16.963  -0.091
C  -11.470  -3.392  17.318  -0.004
C  -19.087  0.221  13.315  -0.030
C  -18.801  -0.370  17.110  -0.087
C  -18.116  1.247  13.447  -0.254
C  -13.240  0.408  10.242  -0.638
C  -10.236  -1.434  18.182  -0.320
C  -11.380  -2.013  17.515  -0.095
C  -17.707  1.768  14.783  -0.243
C  -12.324  1.014  9.177  -0.111
C  -10.641  -1.958  9.855  -0.108
C  -17.426  1.662  12.308  -0.062
C  -17.735  1.126  11.068  -0.083
C  -11.565  2.388  12.442  -0.151
C  -17.879  -1.808  15.456  0.017
C  -10.972  0.985  12.446  -0.667
C  -12.361  -1.167  16.955  -0.131
C  -11.009  2.241  17.892  -0.014
C  -17.703  -0.761  16.378  -0.297
C  -10.100  -0.036  18.314  -0.290
C  -15.903  5.813  14.510  -0.381
C  -12.234  0.326  17.117  -0.148
C  -14.635  5.186  11.873  -0.318
C  -9.730  1.051  11.514  -0.094
Li  -14.242  -0.905  13.481  0.419
H  -14.970  1.690  9.685  0.083
H  -16.023  5.673  15.561  -0.001
H  -12.629  -4.937  16.406  0.112
H  -14.335  -3.350  15.473  0.118
H  -11.391  0.628  14.532  0.062
H  -13.060  6.444  14.036  0.004
H  -11.454  -2.151  9.156  0.054
H  -16.479  0.513  17.511  0.085
H  -9.940  1.650  14.259  0.081
H  -16.273  -3.394  10.784  0.081
H  -16.897  5.733  14.089  0.013
H  -12.358  2.459  13.186  0.047
H  -14.054  2.943  16.520  0.079
H  -12.062  2.574  11.465  0.046
H  -20.896  -0.635  17.582  0.102
H  -15.518  -0.675  16.700  0.069
H  -9.334  -1.611  12.140  0.066
H  -9.254  0.099  11.325  0.041
H  -9.020  1.721  11.973  0.062
H  -11.934  4.108  17.405  0.108
H  -13.287  -2.865  10.908  0.029
H  -13.941  2.347  10.966  0.021
H  -10.015  1.528  10.566  0.065
H  -14.961  1.030  11.346  0.058
H  -12.959  1.111  8.256  0.082
H  -17.032  -2.132  14.831  0.108
H  -17.204  1.512  10.210  0.090
H  -13.008  5.410  15.457  -0.001
H  -10.079  -1.068  9.522  0.059
H  -11.858  -3.917  10.916  0.080
H  -15.588  4.832  11.420  0.023
H  -14.757  -0.387  8.864  0.085
H  -10.845  3.227  12.694  0.092
H  -20.227  -0.994  12.075  0.100
H  -14.546  -1.362  10.377  0.053
H  -21.152  -2.544  16.033  0.098
H  -19.590  -0.166  14.177  0.083
H  -18.932  -0.184  9.937  0.094
H  -12.146  4.873  14.011  -0.007
H  -17.173  -2.158  11.604  0.039
H  -18.679  0.369  17.860  0.099
H  -10.595  -2.112  13.266  0.045
H  -12.507  -3.280  12.440  0.077
H  -11.499  0.336  8.887  0.056
H  -9.986  -3.305  12.137  0.080
H  -16.628  2.417  12.362  0.092
H  -11.911  2.010  9.425  0.066
H  -15.592  6.876  14.371  0.036
H  -13.339  -1.402  9.108  0.054
H  -9.841  -0.126  13.979  0.062
H  -10.145  2.636  18.373  0.110
H  -14.534  6.263  11.852  0.010
H  -9.986  -2.847  9.877  0.074
H  -19.249  -3.277  14.670  0.093
H  -17.474  2.850  14.849  0.073
H  -10.710  -4.026  17.764  0.114
H  -13.810  4.669  11.373  0.005
H  -18.389  1.459  15.592  0.081

Cartesian forces (eV/Å) of the 6 atoms listed first:
As 0.8 -0.7 -0.5
Cl 0.6 0.7 -0.1
S -0.1 -0.4 -0.3
S 0.5 -0.1 1.2
Si 0.7 0.0 -1.2
O -0.1 -1.3 0.6

Output
energy above the lowest of the compared OMol25 structures with the same formula, charge and spin	0.000	eV
HOMO level	-3.649	eV
net charge	-1
LUMO	1.32	eV
largest force on an atom	2.05	eV/Å